(1)
Formula: C30H40Cl2N5OP3Zr
Source: the Open Molecules 2025 dataset
Level of theory: the ωB97M-V functional and the def2-TZVPD basis

Properties
HOMO level	-12.35	eV
E	-95435.361	eV
HOMO-LUMO gap	6.439	eV
LUMO energy	-5.9	eV

Structure (ORCA input):
```
! wB97M-V def2-TZVPD RIJCOSX def2/J DEFGRID3
* xyz 2 1
Zr 0.10 -0.08 0.53
Cl -0.85 2.04 0.14
Cl -1.73 -1.58 1.13
P 4.18 0.09 -2.08
P -1.13 -0.89 -1.90
P 2.04 -5.36 1.03
O 4.08 -2.36 -0.15
N 3.13 2.35 3.29
N 1.75 0.78 4.36
N 2.03 1.51 3.23
N 0.92 -0.16 2.50
N 1.68 0.92 2.10
C 1.77 0.16 -0.90
C 3.17 -5.57 2.43
C 0.87 -6.75 1.23
C 5.50 0.42 -0.92
C 1.02 -0.21 3.85
C 3.78 1.66 -2.88
C 1.09 -7.95 0.52
C -0.80 -7.91 2.57
C 3.02 -5.99 -2.86
C -0.56 -9.10 1.87
C 2.40 -5.54 -1.70
C 2.77 -0.68 -1.20
C 5.10 -4.79 3.67
C 2.99 -5.77 -0.45
C 1.71 -2.59 0.25
C -0.34 -0.58 -3.52
C 0.39 -9.11 0.85
C 2.76 -2.16 -0.72
C 4.83 -6.89 -1.55
C -0.10 -6.74 2.26
C 4.22 -6.44 -0.38
C 4.35 -7.07 3.92
C 1.35 -3.74 0.80
C 5.27 -6.06 4.22
C 4.75 -1.03 -3.35
C -1.75 -2.60 -2.17
C 4.24 -6.68 -2.80
C -2.70 0.04 -2.12
C 3.30 -6.82 3.05
C 4.04 -4.53 2.79
H 1.84 1.20 -1.25
H 0.61 -10.03 0.32
H 2.62 -2.81 -1.60
H 3.88 -3.52 2.40
H -0.28 -5.82 2.82
H 0.34 -3.72 1.24
H 4.47 -8.06 4.35
H 1.44 -5.02 -1.76
H -2.24 -2.67 -3.15
H 6.11 -6.26 4.88
H 3.34 2.38 -2.18
H 2.54 -5.81 -3.82
H 2.57 -7.61 2.85
H 4.70 -7.05 -3.71
H -2.46 -2.86 -1.37
H 3.18 2.75 4.22
H 4.70 -6.61 0.59
H 4.86 -2.04 -2.93
H 5.28 1.33 -0.35
H 1.83 -7.98 -0.28
H -3.32 -0.11 -1.23
H 0.54 -0.98 4.43
H 0.63 -1.10 -3.55
H 6.42 0.55 -1.50
H 4.05 -1.03 -4.19
H -2.47 1.11 -2.21
H -0.16 0.49 -3.63
H 5.77 -7.43 -1.49
H -0.90 -3.30 -2.13
H 5.73 -0.65 -3.68
H -3.23 -0.32 -3.01
H 4.73 2.07 -3.25
H 3.11 1.51 -3.73
H 5.80 -4.00 3.90
H 5.59 -0.43 -0.23
H -0.98 -0.95 -4.33
H -1.54 -7.90 3.37
H 3.10 3.04 2.55
H 4.18 -3.29 0.15
H -1.09 -10.01 2.14
*
```

(2)
Formula: C30H40ClN7O3S
Source: the Open Molecules 2025 dataset
Level of theory: the ωB97M-V functional and the def2-TZVPD basis

Properties
energy relative to the best compared isomer or geometry (same formula, charge and spin)	0.0000	eV
SMILES	COc1cc(N2CCC(N3CCN(C)CC3)CC2)ccc1Nc1ncc(Cl)c(Nc2ccccc2S(=O)(=O)C(C)C)n1
HOMO level	-7.28	eV
E	-71690.800	eV
HOMO-LUMO gap	7.841	eV
LUMO energy	0.6	eV

Structure (ORCA input):
```
! wB97M-V def2-TZVPD RIJCOSX def2/J DEFGRID3
* xyz 0 1
Cl 6.73 -0.74 1.25
S 4.43 3.04 0.03
O 5.43 2.35 0.82
O 0.24 -5.68 0.97
O 4.23 4.43 0.31
N -2.93 -2.68 -1.13
N 3.11 -2.08 0.33
N 3.92 0.09 0.60
N 2.31 -4.23 0.08
N 4.49 -3.97 0.70
N -3.51 1.29 0.33
N -3.85 3.89 1.50
C -0.08 -4.58 0.21
C 4.11 -1.26 0.62
C 0.47 2.40 0.16
C 1.02 -3.85 -0.28
C -3.81 -2.53 0.02
C 5.38 -1.79 0.93
C 2.76 0.81 0.44
C -1.61 -3.05 -0.88
C 3.33 -3.40 0.38
C 1.48 0.25 0.52
C -1.36 -4.18 -0.10
C 1.72 2.97 0.07
C -3.42 5.19 1.95
C -0.51 -2.38 -1.43
C 0.77 -2.78 -1.13
C 4.92 2.89 -1.74
C -0.80 -6.49 1.45
C -3.04 -0.22 -1.51
C -3.17 2.81 2.20
C -3.72 1.46 1.76
C 0.36 1.04 0.38
C 5.16 1.44 -2.08
C -4.21 2.36 -0.36
C 3.83 3.54 -2.57
C -3.67 3.72 0.08
C -3.86 -0.02 -0.23
C 2.85 2.19 0.21
C 5.50 -3.16 0.96
C -3.57 -1.19 0.72
C -3.22 -1.63 -2.09
H -5.29 2.33 -0.14
H 5.55 1.34 -3.09
H -3.62 5.28 3.02
H -2.00 -0.04 -1.27
H -0.64 -1.54 -2.09
H 1.85 4.03 -0.08
H -4.26 -1.76 -2.40
H -4.84 -2.59 -0.33
H -3.98 5.95 1.43
H -3.18 0.69 2.30
H -0.62 0.59 0.46
H -3.34 2.93 3.27
H 5.84 3.47 -1.78
H 1.61 -2.24 -1.54
H 4.24 0.87 -2.01
H -4.94 -0.06 -0.48
H -2.09 2.83 2.01
H -1.39 -6.91 0.63
H 6.44 -3.64 1.21
H 3.64 4.55 -2.20
H -3.64 -3.34 0.73
H -4.07 2.25 -1.43
H -1.46 -5.94 2.13
H -4.79 1.41 2.02
H -2.34 5.36 1.79
H -0.42 3.01 0.05
H -2.20 -4.75 0.27
H 1.40 -0.81 0.69
H -4.22 -1.14 1.60
H -3.34 0.50 -2.27
H 4.14 3.61 -3.61
H -0.32 -7.30 1.99
H 4.75 0.66 0.78
H -2.53 -1.14 1.05
H 2.44 -5.20 0.35
H -4.21 4.51 -0.45
H 2.91 2.97 -2.52
H -2.59 -1.77 -2.97
H -2.60 3.78 -0.20
H 5.89 1.01 -1.39
*
```

(3)
Formula: C30H40F6N4O7PbSi
Source: the Open Molecules 2025 dataset
Level of theory: the ωB97M-V functional and the def2-TZVPD basis

Properties
energy relative to the best compared isomer or geometry (same formula, charge and spin)	0.4916	eV
HOMO level	-2.62	eV
E	-81485.021	eV
HOMO-LUMO gap	6.573	eV
LUMO energy	4.0	eV

Structure (ORCA input):
```
! wB97M-V def2-TZVPD RIJCOSX def2/J DEFGRID3
* xyz -2 1
Pb -0.44 -1.35 -0.03
Si -5.43 0.54 0.26
F -1.82 -2.49 -4.16
F 1.97 -0.63 -4.48
F -0.52 -3.80 -5.29
F -0.92 -4.20 -3.20
F 0.05 -0.82 -5.46
F 1.63 -2.26 -5.85
O -1.58 -3.41 0.60
O 0.20 -1.49 -2.65
O -2.81 -4.43 2.19
O 1.86 -4.31 0.60
O -0.43 1.89 -2.25
O 0.73 0.99 3.78
O 0.07 0.36 1.73
N 2.52 3.54 1.71
N -0.02 -2.35 2.57
N 0.56 4.49 2.67
N 2.99 -0.33 0.65
C 0.54 -1.31 3.41
C -6.31 0.14 -1.36
C -3.72 -0.03 0.18
C 3.50 0.53 1.53
C 0.40 0.15 2.93
C 2.46 4.03 4.03
C 1.67 -3.33 -3.27
C -2.27 0.88 -3.37
C 0.54 -2.34 -3.61
C 1.04 -1.52 -4.86
C 1.16 4.48 3.85
C -2.01 -3.58 1.80
C 1.27 3.97 1.67
C -1.43 -2.61 2.85
C 5.22 1.18 0.01
C -2.58 -0.46 0.07
C 4.67 0.31 -0.92
C 5.18 2.26 2.25
C -6.39 -0.27 1.67
C 3.54 -0.41 -0.56
C 0.75 -3.59 2.67
C -1.37 2.09 -3.28
C 2.01 -3.56 1.81
C 4.61 1.34 1.25
C -0.69 -3.20 -4.07
C 3.13 3.57 2.91
C 1.75 2.28 -1.45
C -5.58 2.40 0.50
C 4.54 3.16 3.00
C 0.56 2.87 -2.17
H -7.37 0.40 -1.33
H -6.63 2.71 0.47
H 0.19 3.76 -1.64
H -6.03 0.09 2.63
H 1.43 1.85 -0.49
H -7.46 -0.06 1.60
H -6.21 -0.92 -1.60
H 6.11 1.75 -0.23
H 1.41 -3.83 -2.33
H 2.86 -4.00 2.33
H -2.86 0.91 -4.29
H 5.10 0.20 -1.91
H 2.59 -2.77 -3.12
H -1.95 3.00 -3.08
H 2.17 1.47 -2.05
H 5.12 3.70 3.74
H 0.13 -1.35 4.43
H -5.84 0.70 -2.18
H -1.58 -3.05 3.84
H 1.04 -4.01 0.18
H -2.94 0.83 -2.51
H 0.99 -3.82 3.72
H 6.26 2.16 2.40
H 0.58 4.85 4.69
H 2.26 -2.52 1.57
H 0.14 -4.41 2.30
H -6.25 -1.36 1.65
H -1.97 -1.66 2.80
H 0.78 3.92 0.70
H -0.84 2.24 -4.23
H 1.62 -1.46 3.50
H 1.82 -4.07 -4.05
H 3.01 0.60 2.50
H -1.65 -0.02 -3.36
H 0.86 3.20 -3.18
H -5.15 2.72 1.45
H 2.52 3.03 -1.26
H 3.05 -1.08 -1.26
H 2.92 4.01 5.01
H -5.04 2.93 -0.29
*
```

no.,molecular weight (Da)
1,741.736
2,614.216
3,917.945